C5H13NO2 as an isolated structure in a non-equilibrium geometry, computed with the ωB97M-V functional and the def2-TZVPD basis.

Geometry as XYZ:
```
21
Properties=species:S:1:pos:R:3:lowdin_charge:R:1
C -0.00068 -1.47410 1.70366 -0.08
N 0.24516 -1.20244 0.16114 -0.08
C 0.68907 0.24360 -0.07391 -0.47
C -0.44297 1.01767 0.27298 -0.11
C -0.00281 2.35898 0.92790 -0.21
O 1.18061 2.84234 0.62078 -0.08
C 0.99162 0.31601 -1.61511 -0.05
H -1.06955 -1.37855 2.03210 0.07
H 0.41527 -2.40035 2.03674 0.04
H 0.63853 -0.71497 2.46201 0.13
H 1.13140 -1.57980 -0.14220 0.09
H 1.66998 0.50184 0.44844 0.16
H -1.37854 0.52661 0.30829 0.12
H -0.47206 2.05714 -0.34331 0.16
H -0.77080 2.99551 1.37417 0.12
H 0.91510 1.33873 -2.05982 0.08
H 0.23723 -0.32385 -2.20754 0.09
H 2.05849 -0.18319 -1.74247 0.11
H -2.53959 -1.15823 -1.65534 0.05
H -1.35725 -1.75521 -1.06948 -0.09
O -2.13821 -2.02774 -1.43904 -0.05
```

Computed properties:
Highest occupied orbital energy (eV): -9.78
Energy (eV): -10976.7637
Relative energy (zero: lowest compared OMol25 entry of this formula, charge and spin) (kJ/mol): 493.6